Record 1
{
  "formula": "C10H21Br3O15S4",
  "method": "ωB97M-V/def2-TZVPD",
  "species": ["Br", "Br", "Br", "S", "S", "S", "S", "O", "O", "O", "O", "O", "O", "O", "O", "O", "O", "O", "O", "O", "O", "O", "C", "C", "C", "C", "C", "C", "C", "C", "C", "C", "H", "H", "H", "H", "H", "H", "H", "H", "H", "H", "H", "H", "H", "H", "H", "H", "H", "H", "H", "H", "H"],
  "positions_angstrom": [[0.133, -0.499, 1.090], [-2.975, 0.456, 0.807], [-1.917, -2.228, -0.708], [-4.728, 5.314, -0.436], [-0.366, -1.169, -4.135], [3.987, 0.432, 0.764], [0.628, -4.459, 2.200], [-3.100, 5.128, -0.415], [4.358, 0.270, -0.804], [-1.796, -1.104, -4.028], [5.485, 0.090, 1.314], [-0.777, -3.962, 1.544], [1.332, -3.280, 2.638], [3.048, -0.577, 1.196], [-5.311, 4.019, -0.669], [3.721, 1.816, 1.006], [0.170, -2.519, -3.388], [0.356, -0.172, -3.092], [0.256, -1.013, -5.422], [-0.087, -5.242, 3.460], [1.361, -5.398, 1.385], [-4.987, 6.448, -1.278], [-1.504, -4.948, 3.498], [1.241, -2.278, -2.495], [-1.077, 4.113, 0.136], [-1.473, -0.462, -0.046], [-1.826, -4.771, 2.038], [6.414, -0.310, 0.287], [1.515, -0.780, -2.513], [5.567, -0.524, -0.964], [-4.972, 5.688, 1.355], [-2.596, 3.900, 0.144], [2.395, -0.544, -3.114], [-1.712, -4.093, 4.138], [-1.968, -5.841, 3.913], [0.956, -2.677, -1.522], [5.242, -1.560, -1.047], [-1.838, -5.714, 1.484], [-0.697, 5.047, 0.538], [6.842, -1.253, 0.606], [1.721, -0.320, -1.552], [-4.128, 6.276, 1.701], [-2.885, 3.764, 1.189], [-0.631, 3.343, 0.778], [-1.202, 0.155, -0.891], [-2.923, 3.078, -0.483], [-5.081, 4.812, 1.991], [-5.929, 6.208, 1.394], [5.951, -0.043, -1.859], [2.154, -2.781, -2.818], [7.101, 0.513, 0.106], [-2.767, -4.257, 1.837], [-0.683, 3.909, -0.859]],
  "gap_ev": 10.1932,
  "e_homo_ev": -10.2,
  "multiplicity": 1,
  "e_lumo_ev": -0.033
}


Record 2
{
  "formula": "C13H25N2O6PS",
  "method": "ωB97M-V/def2-TZVPD",
  "species": ["S", "P", "O", "O", "O", "O", "O", "O", "N", "N", "C", "C", "C", "C", "C", "C", "C", "C", "C", "C", "C", "C", "C", "H", "H", "H", "H", "H", "H", "H", "H", "H", "H", "H", "H", "H", "H", "H", "H", "H", "H", "H", "H", "H", "H", "H", "H", "H"],
  "positions_angstrom": [[-1.267, -0.553, -3.443], [-1.438, 2.442, -0.601], [-1.518, 0.631, -2.391], [0.567, 0.730, -1.289], [0.036, -0.406, -4.007], [-2.431, -0.540, -4.261], [4.735, -0.589, 1.183], [2.173, 1.668, -2.335], [2.458, -0.481, 1.258], [1.025, 1.734, -2.248], [2.008, -1.490, 2.244], [-1.507, -0.456, 1.186], [-0.850, 0.712, -1.115], [-1.311, -1.973, -2.374], [-1.952, -1.583, -1.046], [0.499, -1.713, 2.176], [-1.065, -0.590, -0.281], [-0.807, 2.737, 1.105], [-0.319, -0.414, 2.154], [3.692, -0.786, 0.630], [3.635, -1.389, -0.763], [-3.231, 2.102, -0.360], [0.720, 2.928, 1.181], [-0.071, -1.047, -0.261], [1.198, 2.172, 1.806], [-1.910, -2.697, -2.926], [-1.170, 2.032, 1.853], [0.208, -2.329, 3.031], [3.958, -0.648, -1.496], [2.518, -2.445, 2.075], [1.761, -0.337, 0.533], [-2.144, 0.408, 1.359], [-0.707, -0.205, 3.154], [0.330, 0.425, 1.894], [4.333, -2.225, -0.803], [-2.119, -1.331, 1.429], [-1.293, 3.692, 1.335], [0.964, 3.897, 1.615], [-2.069, -2.480, -0.435], [2.290, -1.147, 3.243], [-3.724, 2.290, -1.314], [2.636, -1.739, -1.023], [-0.287, -2.322, -2.243], [-3.629, 2.806, 0.374], [-3.471, 1.087, -0.048], [1.198, 2.895, 0.202], [-2.937, -1.151, -1.242], [0.284, -2.319, 1.288]],
  "gap_ev": 8.9017,
  "e_homo_ev": -9.0,
  "multiplicity": 1,
  "smiles": "CCP(C)[C@]1(ON=O)OS(=O)(=O)CC[C@@H]1CCCCNC(C)=O",
  "e_lumo_ev": -0.146
}


Record 3
{
  "formula": "C2HBr2N2",
  "method": "ωB97M-V/def2-TZVPD",
  "species": ["Br", "Br", "N", "N", "C", "C", "H"],
  "positions_angstrom": [[-1.751, 1.183, 1.030], [2.137, 2.022, 0.533], [-1.801, -2.403, -0.843], [-1.048, -1.616, -0.738], [-0.147, 0.566, 0.618], [1.092, 0.507, 0.079], [1.518, -0.259, -0.679]],
  "s_squared": 2.015,
  "gap_ev": [8.5451, 7.4921],
  "total_charge": 1,
  "e_homo_ev": [-14.1, -16.5],
  "multiplicity": 3,
  "e_lumo_ev": [-5.531, -8.975]
}


Listing calculated total energy for the structures above in their given order: -294886.960 -49272.381 -145143.425 eV.
Listing ΔE to the lowest compared entry with this formula, charge and spin for the structures above in their given order: 0.000 0.000 0.000 eV.
Listing max |F| for the structures above in their given order: 1.97 0.69 2.14 eV/Å.